Record 1
ORCA calculation (ωB97M-V/def2-TZVPD) on a 2-piece molecular cluster, C23H36B2FN5O5 overall at a distorted geometry.

XYZ file:
```
72
C23H36B2FN5O5, DFT ωB97M-V/def2-TZVPD
C -0.821 -5.954 -0.113
C 0.018 -4.607 -0.504
O 1.136 -4.950 -1.375
B 1.693 -3.772 -2.014
O 2.411 -3.873 -3.256
C 1.495 -2.348 -1.209
C 2.405 -2.130 0.024
C 2.312 -0.832 0.937
N 3.234 -0.760 2.036
C 2.999 0.464 2.731
C 3.990 0.745 3.985
F 5.249 1.164 3.391
C 4.205 -0.600 4.889
C 5.603 -1.327 4.528
C 1.913 1.533 2.413
C 1.720 2.867 3.319
C 1.021 2.344 4.696
C -0.544 2.065 4.542
N -1.158 1.140 5.531
O -1.277 2.607 3.668
N 1.019 1.407 1.307
C 1.240 0.210 0.545
C 0.326 -0.002 -0.737
N -0.673 1.046 -1.119
C -0.070 1.897 -1.968
C -0.459 2.013 -3.530
C 1.151 2.853 -1.479
C 0.411 -1.271 -1.643
B -0.551 -1.497 -2.958
C -2.178 -1.482 -2.782
O 0.109 -1.723 -4.242
H -1.768 -6.031 -0.752
H -1.194 -5.787 0.972
H -0.164 -6.887 -0.131
H 0.356 -4.172 0.514
H -0.760 -3.919 -1.018
H 2.137 -3.138 -3.850
H 3.174 -2.930 0.295
H 3.589 1.534 4.703
H 4.256 -0.266 5.991
H 3.300 -1.289 4.715
H 6.511 -0.626 4.620
H 5.514 -1.770 3.477
H 5.761 -2.141 5.333
H 2.765 3.276 3.528
H 1.037 3.608 2.760
H 1.232 3.060 5.571
H 1.505 1.333 4.990
H -0.428 0.534 5.953
H -1.840 0.525 5.058
H -0.102 1.101 -4.134
H -1.584 2.214 -3.634
H 0.086 2.931 -3.975
H 1.431 3.642 -2.262
H 2.030 2.141 -1.244
H 0.834 3.324 -0.479
H -2.682 -2.127 -3.583
H -2.432 -1.856 -1.729
H -2.592 -0.407 -2.908
H -0.437 -1.354 -4.972
C -5.842 0.862 -3.719
O -4.957 0.040 -3.862
N -5.658 2.211 -3.627
C -6.765 3.130 -3.457
C -4.312 2.741 -3.701
H -6.901 0.565 -3.651
H -6.782 3.828 -4.299
H -6.628 3.685 -2.526
H -7.716 2.595 -3.418
H -3.866 2.454 -4.657
H -3.714 2.312 -2.892
H -4.322 3.828 -3.612
```

- SMILES = CCOB(O)c1cc2nc([C@H](F)CC)c(CCC(N)=O)nc2c(N=C(C)C)c1B(C)O.CN(C)C=O
- E_LUMO (eV) = -0.81
- total charge = 0
- highest occupied orbital energy (eV) = -8.0



Record 2
ORCA calculation (ωB97M-V/def2-TZVPD) on C23H36BrF6IrN4O4S3Si as an isolated structure.

XYZ file:
```
79
C23H36BrF6IrN4O4S3Si, DFT ωB97M-V/def2-TZVPD
Ir 0.791 1.952 0.478
C 2.857 0.886 4.984
N 3.565 1.247 3.751
C 4.894 0.990 3.484
C 5.158 1.473 2.254
N 3.977 2.028 1.771
C 3.014 1.865 2.704
S 1.351 2.329 2.659
C 3.923 2.753 0.541
C 5.027 3.496 0.179
C 5.040 4.096 -1.073
C 3.951 3.926 -1.908
C 2.864 3.210 -1.446
N 2.835 2.635 -0.230
H 3.566 0.404 5.649
H 2.044 0.201 4.753
H 2.465 1.783 5.458
H 5.529 0.479 4.186
H 6.056 1.443 1.666
H 5.850 3.618 0.867
H 5.892 4.688 -1.380
H 3.920 4.359 -2.897
H 1.972 3.103 -2.044
C -2.336 0.041 -2.027
C -1.940 -1.407 -2.349
C -3.212 -2.224 -2.683
C -1.047 -1.367 -3.595
Si -1.152 -2.306 -0.887
Br 0.633 -0.494 0.027
C -2.172 -2.514 0.697
C -2.916 -3.860 0.521
C -3.209 -1.400 0.886
C -1.345 -2.572 1.991
C 0.153 -3.627 -1.264
C 0.694 -4.326 -0.009
C -0.607 -4.672 -2.119
C 1.366 -3.131 -2.066
H -2.887 0.440 -2.884
H -1.453 0.665 -1.890
H -2.973 0.148 -1.154
H -3.673 -1.776 -3.567
H -3.953 -2.197 -1.885
H -3.001 -3.267 -2.926
H -1.594 -0.846 -4.385
H -0.794 -2.354 -3.978
H -0.124 -0.810 -3.418
H -3.516 -3.902 -0.390
H -3.604 -3.974 1.363
H -2.245 -4.719 0.533
H -3.940 -1.341 0.081
H -2.742 -0.422 0.997
H -3.762 -1.601 1.807
H -0.551 -3.314 1.976
H -2.023 -2.834 2.808
H -0.913 -1.600 2.233
H -0.080 -4.827 0.570
H 1.228 -3.636 0.648
H 1.406 -5.092 -0.325
H -1.492 -5.071 -1.620
H 0.066 -5.514 -2.300
H -0.906 -4.283 -3.092
H 2.010 -2.485 -1.468
H 1.105 -2.606 -2.980
H 1.961 -4.003 -2.349
F -2.332 5.847 -1.004
C -2.033 4.766 -1.673
F -1.303 5.063 -2.732
F -3.109 4.096 -2.028
S -0.963 3.638 -0.611
O -0.149 4.436 0.291
O -0.112 2.878 -1.554
N -1.761 2.506 0.137
S -3.062 2.826 1.085
O -4.003 1.776 0.926
O -3.416 4.202 0.980
C -2.333 2.574 2.761
F -1.751 1.364 2.823
F -1.396 3.494 2.996
F -3.276 2.652 3.671
```

- multiplicity = 5
- E_LUMO (spin up / spin down) (eV) = -6.14 / -9.01
- total charge = +2
- expectation value of S² = 6.014
- highest occupied orbital energy (spin up / spin down) (eV) = -14.7 / -14.9
- energy relative to the best compared isomer or geometry (same formula, charge and spin) (eV) = 0.958



Record 3
ORCA calculation (ωB97M-V/def2-TZVPD) on a 8-piece molecular cluster, C23H36Cl14N3Si overall at a distorted geometry.

XYZ file:
```
77
C23H36Cl14N3Si, DFT ωB97M-V/def2-TZVPD
C 2.175 -3.217 4.134
C 2.835 -2.375 3.574
C 3.540 -1.342 2.719
C 2.442 -0.659 1.906
N 1.191 -0.597 2.309
N 0.369 0.028 1.418
C 1.193 0.327 0.448
C 0.594 1.020 -0.804
C -0.915 0.681 -0.821
C -1.912 1.612 -0.472
C -3.279 1.248 -0.461
C -3.659 -0.080 -0.792
C -2.679 -1.035 -1.166
C -1.311 -0.641 -1.171
C -0.280 -1.730 -1.564
N 2.520 -0.063 0.676
Si 3.963 0.167 -0.399
C 3.711 1.811 -1.319
C 4.166 -1.176 -1.719
C 5.558 0.337 0.613
H 1.253 -3.738 4.520
H 4.356 -1.773 2.117
H 4.003 -0.625 3.432
H 0.799 -0.974 3.167
H 0.685 2.114 -0.638
H 1.114 0.665 -1.710
H -1.635 2.667 -0.182
H -4.058 1.980 -0.199
H -4.730 -0.303 -0.742
H -3.029 -2.059 -1.402
H 0.127 -1.447 -2.557
H -0.765 -2.717 -1.655
H 0.524 -1.842 -0.803
H 2.888 1.737 -2.053
H 3.532 2.626 -0.585
H 4.657 2.002 -1.868
H 4.358 -0.648 -2.680
H 3.276 -1.834 -1.826
H 5.083 -1.782 -1.541
H 6.421 0.618 -0.024
H 5.850 -0.608 1.117
H 5.418 1.122 1.387
C -4.943 -1.416 2.908
Cl -4.513 -1.151 1.206
Cl -4.585 -3.075 3.426
H -4.371 -0.728 3.523
H -6.005 -1.233 3.037
C -2.496 6.032 -0.767
Cl -2.655 4.270 -0.620
Cl -3.896 6.867 -0.082
H -1.604 6.347 -0.234
H -2.412 6.289 -1.814
C -1.556 -5.100 2.895
Cl -1.375 -6.586 1.961
Cl 0.023 -4.439 3.366
H -2.076 -4.364 2.291
H -2.126 -5.314 3.791
C 3.657 5.013 -3.435
Cl 3.435 4.561 -5.127
Cl 2.243 4.582 -2.462
H 4.524 4.491 -3.043
H 3.810 6.085 -3.374
C -1.729 6.450 -4.981
Cl -1.249 5.296 -3.726
Cl -3.478 6.687 -4.998
H -1.247 7.402 -4.784
H -1.415 6.068 -5.947
C -2.425 -4.703 -3.698
Cl -1.559 -3.445 -4.586
Cl -2.815 -4.183 -2.051
H -3.349 -4.929 -4.221
H -1.802 -5.590 -3.647
C -2.559 -3.855 6.648
Cl -2.939 -5.510 6.164
Cl -1.017 -3.300 5.965
H -3.351 -3.198 6.303
H -2.492 -3.819 7.731
```

- E_LUMO (eV) = -2.43
- total charge = +1
- highest occupied orbital energy (eV) = -10.8
- energy relative to the best compared isomer or geometry (same formula, charge and spin) (eV) = 0.000



Record 4
ORCA calculation (ωB97M-V/def2-TZVPD) on C23H36FGeN7O3PdSe as an isolated structure.

XYZ file:
```
73
C23H36FGeN7O3PdSe, DFT ωB97M-V/def2-TZVPD
Pd -0.905 3.005 -0.995
C -0.194 -3.895 -4.357
C -1.089 -3.668 -3.143
N -0.714 -2.456 -2.381
C -1.341 -1.295 -2.674
C -1.118 -0.126 -2.011
C -1.677 1.246 -2.274
O -1.085 1.970 -3.098
O -2.518 1.672 -1.419
C -0.205 -0.063 -0.920
O -0.022 0.975 -0.236
C 0.519 -1.300 -0.649
C 1.480 -1.330 0.373
C 2.182 -2.466 0.633
F 3.080 -2.434 1.604
C 2.012 -3.655 -0.157
C 1.024 -3.613 -1.163
C 0.264 -2.477 -1.415
N 2.764 -4.777 0.034
C 3.058 -5.715 -1.048
C 2.798 -7.177 -0.637
N 3.091 -7.369 0.827
C 4.145 -6.416 1.292
C 3.604 -4.983 1.230
H -0.508 -4.801 -4.874
H 0.858 -3.996 -4.082
H -0.283 -3.065 -5.057
H -1.081 -4.520 -2.464
H -2.118 -3.537 -3.469
H -2.062 -1.340 -3.481
H 1.672 -0.434 0.948
H 0.841 -4.503 -1.748
H 4.111 -5.584 -1.315
H 2.484 -5.484 -1.940
H 3.457 -7.827 -1.212
H 1.771 -7.482 -0.824
H 3.375 -8.337 1.008
H 2.241 -7.215 1.375
H 5.027 -6.554 0.668
H 4.425 -6.649 2.318
H 4.459 -4.305 1.235
H 3.012 -4.765 2.119
N 1.566 5.567 -4.742
C 1.945 6.333 -3.721
N 2.794 7.325 -3.896
N 1.483 6.138 -2.482
C 0.769 5.332 -1.868
N 0.123 4.696 -1.096
H 1.867 5.765 -5.684
H 0.865 4.859 -4.621
H 3.161 7.562 -4.804
H 3.067 7.907 -3.120
C -4.798 5.877 4.911
Ge -3.285 4.696 4.496
C -3.367 2.874 5.214
C -1.556 5.617 4.714
C -3.329 4.451 2.352
Se -2.109 3.197 1.682
C -3.236 1.634 1.627
H -4.754 6.072 5.984
H -5.746 5.397 4.677
H -4.711 6.820 4.376
H -3.263 2.942 6.298
H -2.553 2.259 4.829
H -4.323 2.395 5.004
H -1.377 5.747 5.782
H -1.589 6.597 4.242
H -0.752 5.021 4.284
H -3.073 5.450 2.002
H -4.354 4.168 2.113
H -3.767 1.536 2.572
H -2.598 0.773 1.456
H -3.936 1.739 0.801
```

- multiplicity = 5
- E_LUMO (spin up / spin down) (eV) = -10.39 / -13.75
- total charge = +4
- expectation value of S² = 6.051
- highest occupied orbital energy (spin up / spin down) (eV) = -17.8 / -18.2
- energy relative to the best compared isomer or geometry (same formula, charge and spin) (eV) = 1.907



Record 5
ORCA calculation (ωB97M-V/def2-TZVPD) on C23H36N3ReSi3 as an isolated structure.

XYZ file:
```
66
C23H36N3ReSi3, DFT ωB97M-V/def2-TZVPD
Re -0.180 -0.337 0.172
C -3.205 2.001 -0.224
Si -2.934 1.021 1.334
C -3.608 1.780 2.876
C -3.762 -0.621 1.014
C -0.994 0.738 1.605
Si -0.039 2.414 1.204
C 1.730 2.388 1.774
C 0.071 2.354 -0.703
C -0.942 3.875 1.860
Si -0.501 0.182 3.364
C -1.537 -1.164 4.125
C -0.271 1.530 4.599
C 1.165 -0.587 2.849
C 2.220 -0.926 3.683
C 3.392 -1.462 3.168
C 3.499 -1.678 1.797
C 2.436 -1.352 0.995
N 1.302 -0.808 1.507
H -4.280 2.021 -0.422
H -2.746 1.507 -1.090
H -2.866 3.037 -0.208
H -4.682 1.934 2.728
H -3.171 2.745 3.130
H -3.503 1.111 3.734
H -4.817 -0.408 0.817
H -3.737 -1.317 1.853
H -3.387 -1.130 0.121
H 2.351 1.716 1.177
H 1.879 2.151 2.826
H 2.128 3.397 1.622
H -0.002 1.381 -1.245
H 1.037 2.748 -1.026
H -0.728 2.934 -1.168
H -0.983 3.849 2.950
H -1.954 3.988 1.475
H -0.379 4.770 1.576
H -2.588 -1.124 3.837
H -1.508 -1.020 5.209
H -1.153 -2.168 3.939
H -1.247 1.901 4.924
H 0.325 2.376 4.265
H 0.213 1.110 5.486
H 2.124 -0.754 4.748
H 4.216 -1.713 3.824
H 4.394 -2.096 1.356
H 2.467 -1.521 -0.075
N 0.371 -0.861 -2.013
C 0.160 -2.301 -2.210
C 0.490 -2.959 -3.362
C 0.214 -4.336 -3.493
C -0.404 -5.013 -2.478
C -0.749 -4.345 -1.277
C -1.394 -4.984 -0.197
C -1.691 -4.282 0.948
C -1.335 -2.944 1.031
N -0.735 -2.294 0.025
C -0.444 -2.979 -1.149
H -0.229 -0.353 -2.668
H 1.318 -0.603 -2.292
H 0.952 -2.424 -4.185
H 0.483 -4.845 -4.408
H -0.637 -6.065 -2.577
H -1.654 -6.033 -0.279
H -2.187 -4.749 1.787
H -1.529 -2.369 1.922
```

- multiplicity = 4
- E_LUMO (spin up / spin down) (eV) = -10.62 / -11.29
- total charge = +3
- expectation value of S² = 3.776
- highest occupied orbital energy (spin up / spin down) (eV) = -18.0 / -18.3



Record 6
ORCA calculation (ωB97M-V/def2-TZVPD) on C23H36N7OSSiY as an isolated structure.

XYZ file:
```
70
C23H36N7OSSiY, DFT ωB97M-V/def2-TZVPD
Y 0.220 0.596 -0.272
C 1.421 3.073 -1.187
Si -0.403 3.448 -1.628
C -0.901 5.078 -0.884
C -0.565 3.468 -3.489
N -1.166 2.086 -0.872
C -2.527 1.792 -0.740
C -3.562 2.474 -1.376
C -4.880 2.076 -1.201
C -5.196 0.992 -0.398
C -4.188 0.295 0.259
C -2.893 0.728 0.092
O -1.782 0.082 0.698
C -1.983 -0.749 1.825
C -1.936 -2.116 1.636
C -2.065 -2.935 2.752
C -2.242 -2.375 4.009
C -2.295 -0.995 4.164
C -2.164 -0.162 3.062
H 2.084 3.756 -1.722
H 1.832 2.098 -1.524
H 1.650 3.203 -0.122
H -0.345 5.902 -1.336
H -0.726 5.108 0.192
H -1.961 5.275 -1.048
H 0.102 4.208 -3.935
H -1.579 3.713 -3.809
H -0.317 2.493 -3.920
H -3.339 3.317 -2.018
H -5.668 2.622 -1.701
H -6.225 0.685 -0.273
H -4.414 -0.546 0.901
H -1.824 -2.526 0.639
H -2.045 -4.010 2.635
H -2.354 -3.015 4.873
H -2.443 -0.566 5.146
H -2.211 0.915 3.155
C 3.677 -1.057 5.230
C 4.143 -2.207 4.347
C 5.327 -1.809 3.472
C 2.997 -2.800 3.528
N 2.474 -1.852 2.519
C 2.923 -1.555 1.297
N 2.146 -0.625 0.797
N 1.223 -0.359 1.762
N 1.416 -1.107 2.783
H 4.508 -0.680 5.823
H 2.885 -1.364 5.913
H 3.302 -0.219 4.636
H 4.458 -3.035 4.989
H 5.101 -0.931 2.860
H 5.647 -2.623 2.817
H 6.179 -1.538 4.093
H 2.133 -3.045 4.142
H 3.304 -3.688 2.976
H 3.769 -2.023 0.824
C -1.266 -1.506 -5.759
N -1.138 -1.440 -4.300
C -0.055 -1.327 -3.552
S -0.269 -1.581 -1.842
N 1.166 -1.071 -4.014
C 1.623 -0.745 -5.368
H -2.293 -1.783 -5.978
H -0.617 -2.276 -6.168
H -1.065 -0.546 -6.226
H -1.986 -1.559 -3.766
H 1.883 -1.190 -3.319
H 1.056 0.086 -5.778
H 1.576 -1.602 -6.034
H 2.661 -0.434 -5.287
```

- E_LUMO (eV) = -5.43
- total charge = +2
- highest occupied orbital energy (eV) = -12.8
- energy relative to the best compared isomer or geometry (same formula, charge and spin) (eV) = 0.121